[1]
Below is C14H27MnN4OPS as an isolated structure in a non-equilibrium geometry, with properties calculated with ωB97M-V/def2-TZVPD.

```
49
Properties=species:S:1:pos:R:3:lowdin_spin:R:1
Mn 0.7528 -0.1463 -0.1237 4.62
S 1.6429 0.4723 1.9425 0.06
P -2.0139 0.0445 0.3327 0.05
O 0.5997 1.8888 -1.6746 0.04
N 0.0956 2.6738 2.5722 0.01
N 0.0117 -1.0476 -1.8635 0.03
N 2.5825 -1.1200 -1.0140 0.05
N -0.2997 0.9164 3.8200 0.00
C 0.9096 -1.4617 -2.7833 0.01
C -0.6884 3.2124 3.6825 0.00
C 0.4227 1.3682 2.7780 0.02
C -3.0202 -0.5888 1.6822 0.01
C 0.5407 -2.1349 -3.9387 0.00
C 2.3664 -1.2137 -2.4827 0.01
C -1.3416 -1.2235 -2.1081 0.01
C 3.8720 -0.4694 -0.7424 0.01
C -2.1766 1.8423 0.3314 0.01
C -1.7388 -1.8957 -3.2920 0.00
C -2.3025 -0.6943 -1.2207 0.01
C -0.8149 -2.3551 -4.2080 0.00
C -1.0187 1.9790 4.5108 0.00
C 2.5555 -2.4711 -0.4056 0.01
H -0.1006 3.9411 4.2515 0.00
H -0.1809 -0.0240 4.1800 0.00
H -1.5922 3.6913 3.2957 0.00
H -3.3475 -0.8310 -1.5294 0.00
H 2.6979 -0.2781 -2.9660 0.00
H -1.4729 2.3340 1.0217 0.00
H 0.6007 1.5089 -2.5752 0.00
H -2.0840 2.2611 -0.6847 0.00
H -1.1320 -2.9021 -5.0977 0.00
H -0.3703 1.9766 -1.4616 0.00
H -0.6628 2.0659 5.5419 0.00
H 4.7080 -1.0468 -1.1714 0.00
H 3.3689 -3.1002 -0.8096 0.00
H -3.1891 2.0816 0.6823 0.00
H -2.8120 -2.0077 -3.4498 0.00
H 4.0107 -0.3813 0.3359 0.00
H -2.0932 1.7669 4.5138 0.00
H 1.5876 -2.9476 -0.6071 0.00
H 0.6854 3.2577 1.9865 0.00
H 2.9815 -2.0281 -2.9065 0.00
H -0.7332 -0.4174 0.8732 0.02
H 1.3359 -2.5054 -4.5824 0.00
H -2.6235 -0.2668 2.6555 0.00
H 3.8660 0.5333 -1.1856 0.00
H 2.6761 -2.3510 0.6782 0.00
H -4.0497 -0.2213 1.5818 0.00
H -3.0117 -1.6854 1.6341 0.00
```

Output
calculated total energy: -74394.7536 eV
lowest unoccupied orbital energy (spin up / spin down): -5.944 / -6.718 eV
spin multiplicity: 6
gap between HOMO and LUMO (spin up / spin down): 7.174 / 6.412 eV
⟨S²⟩: 8.757
charge: +2

[2]
Below is C14H27NO24S6 as an isolated structure in a non-equilibrium geometry, with properties calculated with ωB97M-V/def2-TZVPD.

```
72
Properties=species:S:1:pos:R:3:lowdin_charge:R:1
S -3.7637 -1.7032 -2.9294 0.56
S 3.1754 -5.3925 3.4553 0.62
S -1.6164 1.8792 3.7403 0.52
S 3.5771 4.2525 -2.2407 0.52
S -1.7343 3.4022 -1.1388 0.60
S 1.4744 -0.1100 0.1354 0.54
O -2.7472 2.5813 3.3763 -0.16
O 2.2203 -1.3209 -0.0639 -0.23
O 3.5931 4.0872 -0.8562 -0.21
O -4.4700 -2.8800 -3.8159 -0.19
O -1.6645 3.5319 -2.5500 -0.20
O 2.3117 -4.5726 2.2938 -0.23
O -1.6353 0.5709 4.2375 -0.20
O -5.0143 -0.7300 -2.8642 -0.20
O -0.4919 1.8527 2.6223 -0.21
O -0.3717 2.9427 -0.5269 -0.23
O 2.2606 -5.9022 4.4225 -0.23
O -2.7278 -1.1523 -3.7580 -0.23
O 2.0640 1.0961 0.5433 -0.22
O 0.6735 0.2267 -1.1825 -0.21
O 4.1614 -6.1838 2.8307 -0.22
O -0.7208 2.6906 4.6951 -0.19
O -2.7490 2.7116 -0.3815 -0.22
O -1.6261 4.8647 -0.5209 -0.19
O 4.2807 5.2414 -2.9344 -0.19
O 3.8715 -4.0710 4.0468 -0.21
O -3.5228 -2.0603 -1.6329 -0.19
O 3.9699 2.8599 -2.8229 -0.20
O 2.0791 4.1801 -2.7457 -0.20
O 0.2326 -0.3760 1.0632 -0.22
N -0.0876 -4.0285 -0.6981 0.16
C 0.5360 -4.9963 -0.7556 -0.24
C 0.7770 1.7190 3.2879 -0.16
C 2.8636 -2.9898 4.0668 -0.13
C 1.2531 -6.2673 -0.8834 -0.05
C -1.0659 -0.3782 0.2630 -0.05
C 0.3743 4.0527 0.0585 -0.13
C 0.6728 2.7157 4.4350 -0.12
C -6.0559 -1.1111 -3.8664 -0.11
C 2.8784 2.0961 -3.4699 -0.10
C -0.5728 -0.6030 -1.1486 -0.11
C 2.1176 -3.1468 2.7443 -0.12
C -0.7131 4.9127 0.6015 -0.12
C 1.6895 2.7408 -2.8328 -0.14
C -5.9064 -2.6234 -3.9386 -0.15
H -1.3557 -0.1786 -1.7910 0.12
H -0.3650 -1.6010 -1.4333 0.08
H 2.2226 -6.2104 -0.4156 0.08
H 2.4099 -2.4946 1.8918 0.11
H -6.5507 -3.0411 -3.1331 0.14
H -1.1047 4.5691 1.5607 0.13
H 3.4246 -2.0296 4.1211 0.14
H 1.0992 3.6753 4.2004 0.13
H -0.4590 5.9562 0.6258 0.14
H 0.7259 -7.0223 -0.3199 0.08
H 2.1918 -3.1511 4.8961 0.12
H 1.0976 0.7346 3.6411 0.14
H -6.1862 -2.9746 -4.9332 0.13
H -1.6811 -1.1612 0.6780 0.14
H 2.9139 1.0640 -3.1085 0.13
H -1.4476 0.6007 0.3744 0.09
H 1.4458 -6.5934 -1.8804 0.07
H 1.0903 2.3027 5.3477 0.13
H 1.3705 2.0444 2.4769 0.09
H 1.4897 2.3022 -1.8387 0.09
H -5.8363 -0.6323 -4.8274 0.13
H 1.0406 -3.0310 2.8995 0.13
H 2.8589 2.1777 -4.5798 0.15
H 1.0389 3.6632 0.8143 0.12
H -7.0345 -0.8334 -3.4800 0.13
H 0.8061 2.7009 -3.4552 0.13
H 0.9444 4.5541 -0.6931 0.11
```

Output
calculated total energy: -130590.2797 eV
lowest unoccupied orbital energy: 0.243 eV
gap between HOMO and LUMO: 11.310 eV
energy relative to the best compared isomer or geometry (same formula, charge and spin): 33.4 kJ/mol
charge: 0

[3]
Below is a 4-piece molecular cluster, C14H27NO6S3 overall in a non-equilibrium geometry, with properties calculated with ωB97M-V/def2-TZVPD.

```
51
Properties=species:S:1:pos:R:3:lowdin_charge:R:1
S -2.5044 2.0803 2.5813 0.70
S 0.9924 -3.1257 -6.6004 0.69
S 2.5577 1.6070 3.0871 0.68
O 2.4231 -3.0023 -6.8055 -0.33
O 0.1069 -3.2521 -7.7488 -0.34
O 1.6048 2.6782 3.4300 -0.36
O -2.0546 1.0520 1.6228 -0.37
O 3.6062 1.2158 4.0156 -0.32
O -3.8511 2.5591 2.3455 -0.32
N 0.3227 -1.0694 -1.7382 0.13
C -1.6393 3.8893 4.2272 -0.20
C -0.7580 -2.5425 -4.8021 -0.22
C 3.1398 2.0066 1.4813 -0.23
C 0.3530 -1.8568 -5.6198 -0.25
C -0.2678 -3.8867 -4.2717 -0.23
C -0.6717 -1.2071 -1.1274 -0.25
C -1.3890 3.4748 2.7714 -0.22
C 1.8948 -0.0479 1.1740 -0.20
C -2.2784 1.4919 4.2808 -0.24
C -1.4846 2.5557 4.9995 -0.23
C 1.5856 0.1823 2.7033 -0.20
C 0.5225 -4.4997 -5.4063 -0.20
C -1.9127 -1.2379 -0.2842 -0.06
C 2.1776 1.2995 0.4900 -0.20
H -0.0148 -5.2820 -5.9496 0.10
H 1.4335 -4.9251 -5.0703 0.08
H -1.1308 -4.5644 -4.0384 0.13
H 3.1851 3.1210 1.3820 0.12
H -2.5953 4.3077 4.4261 0.10
H 4.1804 1.5772 1.4199 0.13
H -0.3281 2.2823 4.9557 0.14
H -0.0739 -1.1180 -6.2739 0.10
H 2.6623 1.0440 -0.4392 0.11
H -0.3942 3.1512 2.5735 0.06
H 1.1306 -1.3425 -5.0845 0.10
H -3.3090 1.3227 4.6599 0.12
H 2.0847 -0.5478 3.2862 0.08
H -1.6210 -2.7521 -5.3857 0.11
H 0.3721 -3.8005 -3.4062 0.10
H -2.3233 -2.2455 -0.1364 0.08
H -1.7398 0.5379 4.3151 0.10
H 2.8302 -0.6305 1.1498 0.12
H 1.0982 -0.6308 0.7053 0.07
H -1.8232 2.6534 6.0326 0.11
H 1.1905 1.7425 0.3387 0.12
H -0.8457 4.5416 4.6673 0.13
H 0.5242 0.3080 2.9703 0.10
H -1.6055 -0.8750 0.7524 0.07
H -1.7076 4.2234 2.0152 0.12
H -2.6536 -0.5743 -0.7317 0.08
H -1.0019 -1.8891 -3.9401 0.09
```

Output
calculated total energy: -61234.4714 eV
lowest unoccupied orbital energy: 0.347 eV
structure (SMILES): O=S1(=O)CCCC1.O=S1(=O)CCCC1.O=S1(=O)CCCC1.CC#N
gap between HOMO and LUMO: 10.528 eV
charge: 0

[4]
Below is C14H28AlO2 as an isolated structure in a non-equilibrium geometry, with properties calculated with ωB97M-V/def2-TZVPD.

```
45
Properties=species:S:1:pos:R:3:lowdin_charge:R:1
Al -1.5489 2.0289 2.2234 0.13
O -5.0075 0.6059 0.4929 -0.06
O 4.4959 -0.7547 -2.7762 -0.06
C 2.5849 2.1482 -0.5882 -0.09
C 1.0883 1.7739 -0.3648 -0.06
C 3.2732 0.6613 1.6228 -0.24
C 2.6627 -2.2965 -2.9877 -0.07
C 0.7542 0.8424 0.8254 -0.27
C -0.7925 0.4568 1.0876 -0.34
C -6.9636 -0.6490 1.1111 -0.08
C 2.8611 -0.2826 -4.4755 -0.07
C 1.7845 0.2656 1.8260 -0.02
C -5.5391 -0.2664 1.4844 -0.51
C -4.6500 -1.4935 1.6067 -0.06
C 3.6165 -1.3630 -3.7171 -0.51
C 4.3222 0.0910 2.6942 -0.11
C 3.6290 1.5641 0.4231 -0.09
H 0.2342 2.1654 -1.0202 0.09
H -2.8052 1.6118 3.1097 -0.17
H 4.1423 -1.0173 2.9386 0.08
H -4.9997 0.1323 -0.3494 0.09
H 2.1882 -0.7187 -5.2190 0.07
H -1.2672 0.4327 0.0379 0.04
H -7.5882 0.2434 1.0154 0.07
H -7.4063 -1.3069 1.8641 0.07
H -1.8358 3.2052 1.1814 -0.16
H 5.3652 0.3000 2.2861 0.06
H 3.2191 -3.0605 -2.4378 0.08
H 3.5588 0.3876 -4.9854 0.08
H -6.9898 -1.1594 0.1424 0.07
H -0.9137 -0.5618 1.5895 0.03
H 4.2333 -1.9385 -4.4137 0.13
H 3.9582 -0.2418 -2.1536 0.07
H -5.0231 -2.1769 2.3746 0.08
H 1.4090 -0.4209 2.6636 0.11
H 2.8636 2.8399 -1.4497 0.07
H 2.2717 0.3350 -3.7904 0.08
H -3.6283 -1.2018 1.8638 0.07
H 1.9839 -2.7929 -3.6866 0.07
H -5.5416 0.2810 2.4306 0.14
H -4.5960 -2.0330 0.6550 0.08
H 4.7361 1.8179 0.2713 0.07
H 2.0665 -1.7477 -2.2516 0.08
H -0.3781 2.5830 3.1895 -0.15
H 4.1717 0.7105 3.6558 0.08
```

Output
calculated total energy: -25660.8795 eV
lowest unoccupied orbital energy: 2.949 eV
gap between HOMO and LUMO: 7.251 eV
charge: -1

What did the first record say?
Below is C14H27MnN4OPS as an isolated structure in a non-equilibrium geometry, with properties calculated with ωB97M-V/def2-TZVPD.

```
49
Properties=species:S:1:pos:R:3:lowdin_spin:R:1
Mn 0.7528 -0.1463 -0.1237 4.62
S 1.6429 0.4723 1.9425 0.06
P -2.0139 0.0445 0.3327 0.05
O 0.5997 1.8888 -1.6746 0.04
N 0.0956 2.6738 2.5722 0.01
N 0.0117 -1.0476 -1.8635 0.03
N 2.5825 -1.1200 -1.0140 0.05
N -0.2997 0.9164 3.8200 0.00
C 0.9096 -1.4617 -2.7833 0.01
C -0.6884 3.2124 3.6825 0.00
C 0.4227 1.3682 2.7780 0.02
C -3.0202 -0.5888 1.6822 0.01
C 0.5407 -2.1349 -3.9387 0.00
C 2.3664 -1.2137 -2.4827 0.01
C -1.3416 -1.2235 -2.1081 0.01
C 3.8720 -0.4694 -0.7424 0.01
C -2.1766 1.8423 0.3314 0.01
C -1.7388 -1.8957 -3.2920 0.00
C -2.3025 -0.6943 -1.2207 0.01
C -0.8149 -2.3551 -4.2080 0.00
C -1.0187 1.9790 4.5108 0.00
C 2.5555 -2.4711 -0.4056 0.01
H -0.1006 3.9411 4.2515 0.00
H -0.1809 -0.0240 4.1800 0.00
H -1.5922 3.6913 3.2957 0.00
H -3.3475 -0.8310 -1.5294 0.00
H 2.6979 -0.2781 -2.9660 0.00
H -1.4729 2.3340 1.0217 0.00
H 0.6007 1.5089 -2.5752 0.00
H -2.0840 2.2611 -0.6847 0.00
H -1.1320 -2.9021 -5.0977 0.00
H -0.3703 1.9766 -1.4616 0.00
H -0.6628 2.0659 5.5419 0.00
H 4.7080 -1.0468 -1.1714 0.00
H 3.3689 -3.1002 -0.8096 0.00
H -3.1891 2.0816 0.6823 0.00
H -2.8120 -2.0077 -3.4498 0.00
H 4.0107 -0.3813 0.3359 0.00
H -2.0932 1.7669 4.5138 0.00
H 1.5876 -2.9476 -0.6071 0.00
H 0.6854 3.2577 1.9865 0.00
H 2.9815 -2.0281 -2.9065 0.00
H -0.7332 -0.4174 0.8732 0.02
H 1.3359 -2.5054 -4.5824 0.00
H -2.6235 -0.2668 2.6555 0.00
H 3.8660 0.5333 -1.1856 0.00
H 2.6761 -2.3510 0.6782 0.00
H -4.0497 -0.2213 1.5818 0.00
H -3.0117 -1.6854 1.6341 0.00
```

Output
calculated total energy: -74394.7536 eV
lowest unoccupied orbital energy (spin up / spin down): -5.944 / -6.718 eV
spin multiplicity: 6
gap between HOMO and LUMO (spin up / spin down): 7.174 / 6.412 eV
⟨S²⟩: 8.757
charge: +2

- The highest calculated total energy belongs to which entry?
  C14H28AlO2